C24H48O10 | ωB97M-V/def2-TZVPD

Results
SMILES	CCOC(=O)OC.CCOC(=O)OC.C1CCOC1.C1CCOC1.C1CCOC1.C1CCOC1
calculated total energy	-46138.20669	eV
HOMO	-9.48	eV
charge	0
LUMO	0.62	eV
relative energy (zero: lowest compared OMol25 entry of this formula, charge and spin)	147.4	kJ/mol

Each line ends with the Löwdin charge.
Geometry (Å):
C (-1.01, -1.07, 1.45)  -0.046
C (0.10, -0.41, 0.61)  -0.205
O (-0.18, 0.97, 0.50)  0.044
C (-0.38, 1.50, -0.69)  -0.625
O (-0.16, 1.05, -1.77)  0.126
O (-0.94, 2.69, -0.51)  -0.008
C (-1.37, 3.46, -1.61)  -0.040
H (-2.01, -0.79, 1.13)  0.080
H (-0.79, -0.78, 2.48)  0.074
H (-0.95, -2.16, 1.50)  0.069
H (0.29, -0.92, -0.33)  0.119
H (0.97, -0.52, 1.25)  0.117
H (-0.52, 3.90, -2.13)  0.102
H (-2.12, 4.20, -1.34)  0.095
H (-2.01, 2.81, -2.22)  0.086
C (-1.61, -2.93, -2.52)  -0.058
C (-2.96, -3.05, -1.86)  -0.194
O (-3.04, -4.17, -0.97)  0.023
C (-3.57, -4.02, 0.23)  -0.627
O (-4.22, -3.05, 0.55)  0.124
O (-3.28, -4.98, 1.08)  0.018
C (-2.69, -6.20, 0.70)  -0.064
H (-0.81, -3.20, -1.82)  0.080
H (-1.39, -1.92, -2.86)  0.078
H (-1.46, -3.70, -3.28)  0.077
H (-3.84, -3.10, -2.49)  0.130
H (-3.07, -2.15, -1.25)  0.113
H (-2.63, -6.91, 1.52)  0.092
H (-1.65, -6.07, 0.37)  0.097
H (-3.25, -6.74, -0.06)  0.098
C (1.22, -3.93, 5.91)  -0.188
C (-0.30, -3.81, 5.76)  -0.153
C (-0.43, -3.95, 4.23)  -0.223
O (0.76, -3.41, 3.72)  -0.151
C (1.75, -3.17, 4.74)  -0.195
H (1.44, -4.99, 5.73)  0.117
H (1.69, -3.67, 6.85)  0.115
H (-0.60, -2.80, 6.04)  0.111
H (-0.88, -4.52, 6.35)  0.109
H (-1.22, -3.31, 3.84)  0.110
H (-0.74, -4.98, 4.02)  0.114
H (1.66, -2.09, 4.93)  0.116
H (2.78, -3.25, 4.40)  0.119
C (2.32, 2.68, 2.53)  -0.147
C (3.11, 3.36, 3.66)  -0.159
C (3.26, 4.78, 3.13)  -0.240
O (2.05, 5.02, 2.47)  -0.120
C (1.75, 3.85, 1.72)  -0.188
H (1.54, 2.04, 2.93)  0.107
H (2.90, 2.04, 1.86)  0.084
H (4.07, 2.91, 3.94)  0.108
H (2.52, 3.33, 4.57)  0.109
H (4.11, 4.90, 2.44)  0.119
H (3.56, 5.47, 3.92)  0.120
H (2.19, 3.96, 0.71)  0.109
H (0.69, 3.73, 1.50)  0.113
C (5.37, 1.59, -0.27)  -0.169
C (4.70, 1.90, -1.61)  -0.158
C (3.24, 1.54, -1.31)  -0.226
O (3.24, 0.66, -0.22)  -0.142
C (4.56, 0.38, 0.25)  -0.186
H (5.22, 2.42, 0.42)  0.105
H (6.43, 1.36, -0.36)  0.109
H (5.16, 1.22, -2.33)  0.112
H (4.84, 2.94, -1.90)  0.113
H (2.75, 1.28, -2.25)  0.119
H (2.69, 2.45, -1.03)  0.105
H (5.02, -0.53, -0.13)  0.115
H (4.57, 0.31, 1.34)  0.111
C (-4.65, 2.47, -5.44)  -0.166
C (-3.46, 1.51, -5.33)  -0.145
C (-2.72, 1.79, -6.67)  -0.215
O (-3.46, 2.75, -7.38)  -0.142
C (-4.19, 3.54, -6.44)  -0.198
H (-5.03, 2.85, -4.49)  0.106
H (-5.48, 1.98, -5.95)  0.110
H (-3.84, 0.50, -5.18)  0.102
H (-2.81, 1.78, -4.49)  0.089
H (-2.52, 0.87, -7.24)  0.114
H (-1.71, 2.16, -6.47)  0.112
H (-4.95, 3.97, -7.09)  0.119
H (-3.65, 4.38, -5.98)  0.115

C24H48O48S12 | ωB97M-V/def2-TZVPD

Results
SMILES	O=S1(=O)OCCO1.O=S1(=O)OCCO1.O=S1(=O)OCCO1.O=S1(=O)OCCO1.O=S1(=O)OCCO1.O=S1(=O)OCCO1.O=S1(=O)OCCO1.O=S1(=O)OCCO1.O=S1(=O)OCCO1.O=S1(=O)OCCO1.O=S1(=O)OCCO1.O=S1(=O)OCCO1
calculated total energy	-253953.88101	eV
HOMO	-10.48	eV
charge	0
LUMO	-0.04	eV
relative energy (zero: lowest compared OMol25 entry of this formula, charge and spin)	473.5	kJ/mol

Each line ends with the Löwdin charge.
Geometry (Å):
C (7.46, 3.46, 0.09)  -0.163
C (7.07, 3.36, 1.53)  -0.192
O (5.70, 3.65, 1.59)  -0.212
S (4.90, 3.36, 0.17)  0.690
O (3.95, 4.42, -0.10)  -0.207
O (4.46, 2.00, 0.18)  -0.232
O (6.27, 3.46, -0.67)  -0.191
H (8.20, 2.77, -0.32)  0.135
H (7.91, 4.41, -0.20)  0.130
H (7.53, 4.14, 2.15)  0.136
H (7.26, 2.41, 2.04)  0.132
C (-3.18, -2.20, -3.25)  -0.196
C (-2.71, -2.67, -4.65)  -0.135
O (-1.67, -3.59, -4.38)  -0.205
S (-1.50, -4.06, -2.83)  0.718
O (-0.33, -3.41, -2.30)  -0.229
O (-1.67, -5.48, -2.59)  -0.230
O (-2.90, -3.24, -2.39)  -0.215
H (-4.24, -1.98, -3.13)  0.138
H (-2.61, -1.35, -2.88)  0.115
H (-2.25, -1.92, -5.29)  0.126
H (-3.56, -3.08, -5.19)  0.130
C (-4.46, -6.18, 2.81)  -0.139
C (-3.89, -6.93, 1.63)  -0.205
O (-3.19, -5.94, 0.91)  -0.189
S (-4.14, -4.64, 0.69)  0.697
O (-4.95, -4.83, -0.49)  -0.210
O (-3.36, -3.45, 0.83)  -0.241
O (-4.94, -5.00, 2.12)  -0.219
H (-3.73, -5.80, 3.51)  0.126
H (-5.30, -6.64, 3.33)  0.135
H (-4.71, -7.39, 1.05)  0.132
H (-3.39, -7.87, 1.86)  0.137
C (-4.74, 4.89, -4.43)  -0.184
C (-4.62, 5.16, -2.91)  -0.138
O (-4.72, 3.87, -2.33)  -0.238
S (-4.24, 2.65, -3.31)  0.715
O (-5.36, 1.80, -3.54)  -0.204
O (-2.95, 2.09, -2.89)  -0.241
O (-3.95, 3.74, -4.52)  -0.208
H (-4.21, 5.67, -4.99)  0.134
H (-5.68, 4.84, -4.99)  0.134
H (-5.36, 5.82, -2.48)  0.139
H (-3.59, 5.51, -2.83)  0.136
C (0.00, 2.63, -5.79)  -0.179
C (-0.01, 1.53, -4.71)  -0.157
O (1.28, 1.58, -4.10)  -0.212
S (2.33, 2.56, -4.92)  0.704
O (3.07, 1.84, -5.92)  -0.230
O (3.09, 3.25, -3.88)  -0.233
O (1.10, 3.43, -5.51)  -0.186
H (-0.83, 3.33, -5.68)  0.125
H (-0.13, 2.32, -6.83)  0.134
H (-0.22, 0.54, -5.11)  0.099
H (-0.68, 1.65, -3.85)  0.106
C (2.05, -1.69, -3.64)  -0.132
C (2.95, -2.73, -4.34)  -0.137
O (2.80, -2.49, -5.76)  -0.184
S (1.32, -1.84, -6.07)  0.699
O (0.37, -2.82, -6.59)  -0.246
O (1.43, -0.55, -6.80)  -0.263
O (0.95, -1.53, -4.55)  -0.235
H (2.61, -0.76, -3.73)  0.120
H (1.78, -1.82, -2.59)  0.115
H (2.83, -3.77, -4.03)  0.130
H (3.96, -2.38, -4.12)  0.132
C (-1.19, 0.62, -0.68)  -0.187
C (-0.89, -0.76, -0.16)  -0.204
O (0.40, -0.97, -0.65)  -0.193
S (1.30, 0.39, -0.21)  0.698
O (2.39, 0.67, -1.08)  -0.196
O (1.46, 0.41, 1.23)  -0.242
O (0.04, 1.30, -0.65)  -0.188
H (-1.98, 1.06, -0.07)  0.100
H (-1.49, 0.74, -1.72)  0.101
H (-1.58, -1.52, -0.53)  0.122
H (-1.02, -0.82, 0.92)  0.128
C (5.13, -3.45, 3.09)  -0.204
C (5.17, -2.01, 3.54)  -0.154
O (5.70, -1.25, 2.43)  -0.193
S (5.16, -1.89, 1.05)  0.711
O (6.19, -1.89, 0.03)  -0.221
O (3.89, -1.23, 0.74)  -0.249
O (4.96, -3.39, 1.72)  -0.177
H (4.26, -3.87, 3.60)  0.132
H (5.99, -4.05, 3.40)  0.135
H (5.81, -1.85, 4.40)  0.145
H (4.18, -1.64, 3.81)  0.107
C (-1.55, 3.51, 4.32)  -0.173
C (-1.33, 2.05, 3.89)  -0.127
O (-0.14, 2.06, 3.03)  -0.225
S (-0.25, 3.41, 2.13)  0.700
O (-1.32, 3.31, 1.16)  -0.235
O (1.04, 3.88, 1.71)  -0.203
O (-0.73, 4.29, 3.48)  -0.199
H (-1.42, 3.67, 5.38)  0.136
H (-2.55, 3.79, 3.97)  0.121
H (-2.14, 1.59, 3.32)  0.120
H (-1.11, 1.39, 4.73)  0.107
C (4.07, 1.72, 3.51)  -0.153
C (2.93, 0.73, 3.95)  -0.189
O (3.27, 0.21, 5.20)  -0.217
S (4.19, 1.28, 6.00)  0.727
O (5.08, 0.62, 6.94)  -0.237
O (3.44, 2.48, 6.37)  -0.242
O (4.97, 1.64, 4.59)  -0.212
H (3.64, 2.71, 3.34)  0.134
H (4.63, 1.25, 2.72)  0.108
H (2.68, -0.06, 3.24)  0.104
H (2.05, 1.35, 4.14)  0.113
C (-1.14, -3.23, 3.29)  -0.200
C (0.20, -2.58, 3.47)  -0.149
O (-0.09, -1.48, 4.33)  -0.203
S (-1.28, -1.80, 5.40)  0.667
O (-2.06, -0.66, 5.68)  -0.212
O (-0.75, -2.58, 6.47)  -0.219
O (-1.99, -2.82, 4.31)  -0.187
H (-1.11, -4.31, 3.39)  0.135
H (-1.66, -3.05, 2.35)  0.103
H (0.60, -2.18, 2.53)  0.128
H (0.93, -3.28, 3.87)  0.131
C (-5.85, 2.52, 0.37)  -0.136
C (-4.39, 2.54, 0.77)  -0.173
O (-4.05, 1.21, 1.18)  -0.223
S (-4.96, 0.08, 0.44)  0.721
O (-5.30, -1.02, 1.34)  -0.224
O (-4.49, -0.18, -0.93)  -0.249
O (-6.23, 1.11, 0.31)  -0.196
H (-6.05, 3.02, -0.57)  0.109
H (-6.46, 3.03, 1.11)  0.129
H (-4.15, 3.28, 1.53)  0.131
H (-3.75, 2.77, -0.09)  0.105

C24H48O8 | ωB97M-V/def2-TZVPD

Results
SMILES	CC(C)=O.CC(C)=O.CC(C)=O.CC(C)=O.CC(C)=O.CC(C)=O.CC(C)=O.CC(C)=O
calculated total energy	-42044.84984	eV
HOMO	-9.17	eV
charge	0
LUMO	0.36	eV
relative energy (zero: lowest compared OMol25 entry of this formula, charge and spin)	134.9	kJ/mol

Each line ends with the Löwdin charge.
Geometry (Å):
C (18.28, 10.69, 10.34)  -0.020
C (17.69, 9.42, 10.78)  -0.453
O (17.41, 8.57, 9.93)  0.021
C (17.42, 9.15, 12.27)  -0.014
H (19.13, 11.08, 10.88)  0.078
H (17.53, 11.54, 10.41)  0.113
H (18.49, 10.70, 9.29)  0.070
H (16.44, 8.71, 12.52)  0.070
H (17.60, 9.99, 12.93)  0.041
H (18.15, 8.41, 12.53)  0.080
C (16.89, 8.28, 6.32)  -0.020
C (15.52, 8.47, 6.87)  -0.531
O (14.98, 9.54, 6.81)  0.068
C (14.89, 7.27, 7.55)  -0.015
H (17.10, 9.09, 5.67)  0.075
H (16.96, 7.33, 5.81)  0.082
H (17.60, 8.24, 7.15)  0.085
H (14.01, 7.69, 8.12)  0.072
H (15.57, 6.73, 8.20)  0.076
H (14.54, 6.58, 6.76)  0.094
C (9.73, 6.02, 9.53)  -0.020
C (9.25, 6.93, 8.38)  -0.483
O (8.50, 7.86, 8.61)  0.064
C (9.67, 6.56, 6.99)  -0.018
H (9.90, 6.59, 10.42)  0.068
H (10.56, 5.35, 9.23)  0.085
H (8.91, 5.40, 9.86)  0.078
H (9.27, 7.34, 6.37)  0.081
H (9.39, 5.59, 6.63)  0.080
H (10.72, 6.69, 6.87)  0.067
C (9.15, 11.26, 10.79)  -0.007
C (9.36, 12.58, 10.07)  -0.516
O (9.06, 13.61, 10.61)  0.069
C (10.11, 12.50, 8.83)  -0.022
H (10.12, 10.97, 11.19)  0.054
H (8.76, 10.47, 10.18)  0.072
H (8.53, 11.40, 11.67)  0.078
H (11.24, 12.42, 9.03)  0.096
H (9.97, 13.38, 8.24)  0.081
H (9.79, 11.67, 8.24)  0.079
C (9.62, 15.60, 13.52)  -0.007
C (9.36, 14.59, 14.68)  -0.495
O (9.37, 15.04, 15.80)  0.054
C (8.97, 13.20, 14.35)  -0.021
H (10.72, 15.66, 13.45)  0.079
H (9.26, 16.60, 13.70)  0.074
H (9.24, 15.25, 12.58)  0.038
H (7.95, 13.26, 14.06)  0.090
H (9.20, 12.64, 15.29)  0.103
H (9.59, 12.77, 13.56)  0.074
C (14.64, 11.85, 14.75)  -0.046
C (15.77, 11.08, 15.10)  -0.534
O (16.76, 11.09, 14.42)  0.065
C (15.51, 10.15, 16.27)  -0.013
H (14.53, 12.79, 15.30)  0.112
H (13.68, 11.35, 14.90)  0.091
H (14.73, 12.06, 13.69)  0.073
H (14.67, 9.49, 16.04)  0.080
H (15.21, 10.71, 17.15)  0.087
H (16.37, 9.49, 16.44)  0.087
C (12.86, 9.87, 9.75)  0.004
C (12.86, 10.27, 11.21)  -0.468
O (12.24, 11.21, 11.61)  0.054
C (13.85, 9.50, 12.15)  -0.006
H (13.82, 10.07, 9.31)  0.075
H (12.11, 10.50, 9.28)  0.060
H (12.73, 8.82, 9.58)  0.065
H (13.36, 9.39, 13.16)  0.092
H (14.75, 10.18, 12.19)  0.085
H (14.05, 8.48, 11.79)  0.077
C (13.12, 14.76, 11.20)  -0.015
C (14.08, 13.78, 10.62)  -0.501
O (14.98, 13.29, 11.29)  0.047
C (14.07, 13.66, 9.14)  -0.021
H (13.23, 14.84, 12.24)  0.061
H (12.05, 14.49, 11.06)  0.087
H (13.14, 15.74, 10.71)  0.097
H (14.42, 12.67, 8.76)  0.097
H (14.82, 14.37, 8.79)  0.094
H (13.11, 13.87, 8.68)  0.067